No. 1
{
  "formula": "C2H6BrNO2S",
  "method": "wB97M-V/def2-TZVPD",
  "total_charge": 0,
  "e_above_lowest_ev": 2.375,
  "energy_ha": -3257.13570,
  "homo_lumo_gap_ev": 8.4,
  "lumo_ev": -0.29,
  "e_homo_ev": -8.653,
  "max_force_ev_per_a": 4.68,
  "symbols": ["C", "C", "N", "O", "O", "S", "Br", "H", "H", "H", "H", "H", "H"],
  "positions_angstrom": [[0.89069, -1.51792, -0.20000], [-0.50139, -1.06049, -0.41143], [-0.54649, 1.90508, 1.11512], [1.28525, 1.58903, -0.86005], [-1.15783, 1.63018, -1.43127], [-0.12890, 1.36652, -0.48691], [-1.63506, -1.12793, 1.06362], [1.78136, -0.84139, -0.44226], [1.03825, -1.88277, 0.76594], [1.12744, -2.37456, -0.85229], [-0.99549, -1.05569, -1.47531], [0.30937, 1.79384, 1.69214], [-1.46718, 1.57610, 1.52269]]
}

No. 2
{
  "formula": "C4H2ClF",
  "method": "wB97M-V/def2-TZVPD",
  "smiles": "C#C/C(Cl)=C/F",
  "total_charge": 0,
  "e_above_lowest_ev": 1.258,
  "energy_ha": -713.53407,
  "homo_lumo_gap_ev": 9.5,
  "lumo_ev": 0.35,
  "e_homo_ev": -9.168,
  "max_force_ev_per_a": 6.57,
  "symbols": ["C", "C", "C", "Cl", "C", "F", "H", "H"],
  "positions_angstrom": [[2.56430, -0.83976, -0.07713], [1.34616, -0.53762, -0.09355], [0.02450, -0.11437, 0.14933], [-0.11946, 1.58536, 0.00632], [-0.85480, -1.15683, 0.09080], [-2.18289, -0.86740, -0.11319], [3.60961, -0.94967, 0.09437], [-0.41372, -2.30329, 0.40026]]
}